Formula: C38H52IrN4O2SbSi3
Source: OMol25
Level of theory: the ωB97M-V functional and the def2-TZVPD basis

Element x y z (Å)
Ir: -0.7268 -1.0062 1.3404
C: -0.1643 3.2519 -1.8156
Sb: 0.5547 1.5808 -0.7144
C: -1.2654 0.9445 0.5007
C: -2.3246 0.9861 -0.5653
C: -2.7459 -0.1602 -1.2389
C: -3.8668 -0.1120 -2.0508
C: -4.4933 1.1003 -2.2567
C: -3.9389 2.2239 -1.6475
N: -2.9082 2.1693 -0.8221
Si: -1.6530 2.2770 1.8990
C: -0.2553 2.4551 3.1327
C: -1.9887 4.0505 1.3967
C: -3.1255 1.5579 2.7725
C: 1.5684 0.2974 -2.1861
C: 1.5661 -1.1523 -1.7364
C: 2.2376 -2.0842 -2.5354
C: 2.3555 -3.4020 -2.1472
C: 1.8165 -3.7889 -0.9343
C: 1.1784 -2.8250 -0.1904
N: 1.0344 -1.5438 -0.5632
Si: 0.8871 0.5310 -4.0072
C: -0.9522 0.3046 -4.0003
C: 1.4034 2.2004 -4.6743
C: 1.5057 -0.7347 -5.2400
Si: 3.4171 0.8823 -2.0538
C: 3.5156 2.7390 -1.8198
C: 4.2356 0.0232 -0.6120
C: 4.4331 0.4351 -3.5597
H: -0.7429 3.8406 -1.1079
H: -0.7946 2.9734 -2.6541
H: 0.6947 3.8236 -2.1574
H: -2.1916 -1.0793 -1.1192
H: -4.2258 -1.0102 -2.5364
H: -5.3670 1.1890 -2.8861
H: -4.3548 3.2096 -1.8270
H: 0.6511 2.8963 2.7081
H: 0.0017 1.5160 3.6314
H: -0.6036 3.1379 3.9095
H: -1.0724 4.5837 1.1314
H: -2.4078 4.5464 2.2763
H: -2.6914 4.1454 0.5810
H: -2.8904 0.5900 3.2106
H: -3.9619 1.4043 2.0905
H: -3.4474 2.2349 3.5664
H: 2.6899 -1.7573 -3.4543
H: 2.8744 -4.1118 -2.7775
H: 1.8763 -4.8039 -0.5734
H: 0.7704 -3.0896 0.7813
H: -1.4958 1.0773 -3.4645
H: -1.1903 -0.6575 -3.5466
H: -1.3284 0.2871 -5.0253
H: 1.1235 3.0463 -4.0573
H: 0.9332 2.3396 -5.6500
H: 2.4808 2.2444 -4.8299
H: 1.1431 -1.7385 -5.0220
H: 2.5876 -0.7741 -5.3517
H: 1.0910 -0.4395 -6.2073
H: 3.0614 3.0844 -0.8881
H: 3.0555 3.2845 -2.6434
H: 4.5677 3.0285 -1.7869
H: 3.8816 0.3614 0.3650
H: 5.3071 0.2313 -0.6539
H: 4.1134 -1.0593 -0.6619
H: 3.9920 0.7370 -4.5058
H: 4.6435 -0.6334 -3.6071
H: 5.3936 0.9479 -3.4699
N: 0.7182 -0.0153 1.8845
C: 1.6655 0.0274 3.0027
C: 2.8439 0.7417 2.8543
C: 3.7735 0.7653 3.8815
C: 3.5040 0.0740 5.0597
C: 2.2929 -0.5799 5.2119
C: 1.3503 -0.5857 4.1838
C: 0.0378 -1.2025 4.3219
C: -0.5948 -1.2058 5.5639
C: -1.7512 -1.9284 5.7771
C: -2.2334 -2.7382 4.7612
C: -1.6265 -2.7016 3.5162
C: -0.5371 -1.8562 3.2249
H: 1.2166 -0.4066 1.0837
H: 0.5168 0.9592 1.6471
H: 3.0306 1.2919 1.9378
H: 4.6960 1.3161 3.7639
H: 4.2310 0.0557 5.8593
H: 2.0768 -1.1035 6.1320
H: -0.1698 -0.6228 6.3703
H: -2.2454 -1.8916 6.7383
H: -3.0898 -3.3779 4.9276
H: -1.9866 -3.3733 2.7544
O: -1.2429 -3.8093 -1.2948
C: -2.1283 -3.4068 -0.5799
C: -3.5879 -3.8521 -0.6432
C: -4.3075 -3.0147 0.4150
C: -3.2111 -2.1240 0.9264
O: -3.2879 -1.1855 1.7040
N: -1.9949 -2.4358 0.4012
H: -3.6374 -4.9251 -0.4641
H: -3.9569 -3.6752 -1.6533
H: -4.7013 -3.6074 1.2419
H: -5.1310 -2.4135 0.0311

Results
Gap between HOMO and LUMO (alpha / beta) = 5.21 / 4.75 eV
Net charge = +1
Highest occupied orbital energy (alpha / beta) = -0.3739 / -0.3673 Ha
Spin multiplicity = 2
Energy above the lowest of the compared OMol25 structures with the same formula, charge and spin = 0.5727 eV

Formula: C38H52N4OPSSiZr
Source: OMol25
Level of theory: the ωB97M-V functional and the def2-TZVPD basis

Element x y z (Å)
Zr: 0.1174 0.2792 0.6135
C: 2.0519 -3.8208 1.8083
C: 1.2339 -2.5823 1.6782
N: 1.5997 -1.5437 1.0139
N: 2.8353 -1.6266 0.4134
C: 3.3224 -0.4465 0.1440
N: 4.5126 -0.4025 -0.4850
S: 2.5948 1.0954 0.5295
C: -0.0792 -2.4838 2.3608
C: -0.5572 -3.4926 3.1796
C: -1.7599 -3.3139 3.8495
C: -2.4472 -2.1271 3.6886
C: -1.9183 -1.1728 2.8358
N: -0.7742 -1.3451 2.1717
H: 3.0795 -3.6244 1.5251
H: 2.0203 -4.2120 2.8232
H: 1.6535 -4.5823 1.1303
H: 5.0238 -1.2621 -0.5993
H: 4.9880 0.4734 -0.6026
H: 0.0019 -4.4068 3.2995
H: -2.1413 -4.0925 4.4963
H: -3.3766 -1.9297 4.2030
H: -2.4230 -0.2309 2.6805
C: 3.0009 1.2078 -2.9363
C: 2.5877 0.2121 -3.9821
C: 3.1242 0.3616 -5.2654
C: 2.7934 -0.4915 -6.2976
C: 1.9051 -1.5361 -6.0654
C: 1.3681 -1.7013 -4.8056
C: 1.6961 -0.8361 -3.7533
P: 0.8065 -1.0721 -2.1490
C: 0.8603 -2.9038 -1.9682
C: 2.0958 -3.4682 -2.3078
C: 2.3677 -4.8100 -2.1148
C: 1.3971 -5.6300 -1.5605
C: 0.1848 -5.0800 -1.1832
C: -0.1010 -3.7250 -1.3604
C: -1.4271 -3.2304 -0.8556
C: -0.8382 -0.4805 -2.6759
C: -1.6733 -1.1695 -3.5493
C: -2.8970 -0.6446 -3.9349
C: -3.2737 0.6060 -3.4652
C: -2.4316 1.3214 -2.6222
C: -1.1954 0.8031 -2.2125
C: -0.3556 1.5498 -1.2149
H: 4.0731 1.4007 -2.9942
H: 2.7786 0.8707 -1.9262
H: 2.4951 2.1636 -3.0935
H: 3.8217 1.1720 -5.4410
H: 3.2272 -0.3504 -7.2787
H: 1.6361 -2.2190 -6.8603
H: 0.6895 -2.5267 -4.6352
H: 2.8629 -2.8412 -2.7446
H: 3.3310 -5.2109 -2.4005
H: 1.5852 -6.6856 -1.4148
H: -0.5727 -5.7123 -0.7343
H: -1.8651 -3.9577 -0.1707
H: -2.1423 -3.0434 -1.6567
H: -1.3222 -2.2930 -0.3135
H: -1.3706 -2.1420 -3.9206
H: -3.5439 -1.1997 -4.6007
H: -4.2186 1.0378 -3.7690
H: -2.7199 2.3108 -2.2868
H: -0.8168 2.5060 -0.9645
H: 0.6302 1.7744 -1.6233
C: -0.6312 1.5523 4.2142
Si: -0.7153 2.2831 2.4618
C: 0.5850 3.7184 2.4770
C: 0.1612 4.9823 3.2393
C: 0.9509 4.1684 1.0565
C: 1.8329 3.1948 3.2098
C: -2.5369 2.9404 2.2985
C: -2.8867 3.9030 3.4472
C: -2.7646 3.6640 0.9691
C: -3.5737 1.8103 2.3888
H: -0.5042 2.3627 4.9369
H: 0.2136 0.8720 4.3457
H: -1.5368 1.0110 4.4964
H: -0.5534 5.5842 2.6771
H: 1.0458 5.6083 3.3980
H: -0.2649 4.7698 4.2215
H: 0.0815 4.5440 0.5121
H: 1.3911 3.3787 0.4474
H: 1.6827 4.9826 1.0978
H: 1.6610 3.1495 4.2866
H: 2.6705 3.8807 3.0438
H: 2.1586 2.2064 2.8898
H: -2.3802 4.8595 3.3744
H: -2.6642 3.4756 4.4277
H: -3.9627 4.1062 3.4203
H: -2.1022 4.5234 0.8489
H: -3.7936 4.0362 0.9128
H: -2.6114 3.0003 0.1153
H: -3.5206 1.2758 3.3413
H: -3.4890 1.0989 1.5658
H: -4.5777 2.2422 2.3288
O: -2.1807 -0.1349 0.1658
H: -2.4652 0.2616 -0.6830
H: -2.8313 -0.7978 0.4178

Results
Gap between HOMO and LUMO = 6.25 eV
Net charge = +1
Highest occupied orbital energy = -0.3694 Ha

Formula: C38H54F5N7O5P2Sb2V
Source: OMol25
Level of theory: the ωB97M-V functional and the def2-TZVPD basis

Element x y z (Å)
V: 1.1065 -0.7750 1.3240
O: 4.2271 -3.2223 2.5979
C: 3.3030 -2.6495 2.0252
N: 2.5503 -1.6353 2.4582
C: 2.9439 -0.9441 3.6527
C: 2.7299 0.5353 3.4191
C: 3.1294 1.5099 4.3279
C: 2.9142 2.8434 4.0407
C: 2.3069 3.1860 2.8385
C: 1.9292 2.1664 1.9891
N: 2.1193 0.8717 2.2694
C: 2.8720 -2.9993 0.6141
C: 2.5984 -4.2556 0.2555
C: 1.9587 -4.7807 -0.9523
C: 1.3794 -4.1104 -1.9504
C: 1.3354 -2.6196 -2.0909
N: 2.6724 -1.8195 -0.1505
H: 3.9902 -1.1336 3.9155
H: 2.3473 -1.2462 4.5246
H: 3.6099 1.2074 5.2495
H: 3.2212 3.6105 4.7401
H: 2.1248 4.2167 2.5654
H: 1.4415 2.3550 1.0418
H: 2.8328 -4.9856 1.0217
H: 1.9138 -5.8635 -0.9972
H: 0.9178 -4.6906 -2.7420
H: 1.2060 -2.3635 -3.1472
C: 0.0498 4.2444 -0.4865
Sb: -1.4516 2.8267 0.1455
C: -3.0134 3.9506 -0.8132
C: -1.7376 3.7640 2.0815
C: -2.9668 3.2066 2.7297
C: -4.2081 3.7561 2.3970
C: -5.3924 3.2504 2.9008
C: -5.3549 2.1714 3.7734
C: -4.1322 1.6330 4.1291
C: -2.9266 2.1262 3.6224
C: -1.6528 1.5086 4.1126
Sb: -0.9162 -0.3082 3.1699
C: -2.7611 -1.3140 2.8860
C: -0.4190 -1.1497 5.0707
H: -0.3116 5.2542 -0.2877
H: 0.2295 4.1369 -1.5565
H: 1.0005 4.0993 0.0265
H: -3.0319 4.9665 -0.4169
H: -3.9846 3.4825 -0.6642
H: -2.8042 3.9972 -1.8823
H: -1.8395 4.8357 1.9004
H: -0.8360 3.6007 2.6701
H: -4.2363 4.6074 1.7269
H: -6.3364 3.7005 2.6218
H: -6.2679 1.7638 4.1873
H: -4.0993 0.8152 4.8400
H: -1.8005 1.1772 5.1420
H: -0.8193 2.2116 4.1248
H: -3.3702 -1.2260 3.7838
H: -2.5530 -2.3645 2.6851
H: -3.2937 -0.8926 2.0353
H: -1.3231 -1.1924 5.6791
H: 0.3167 -0.5193 5.5711
H: -0.0131 -2.1501 4.9450
C: -1.2067 -2.6142 -4.1191
N: -0.7834 -1.2559 -4.4321
C: -0.3519 -1.0254 -5.7952
P: -0.8499 -0.0661 -3.3123
O: -1.4469 -0.5123 -2.0532
O: 0.6956 0.4472 -3.1839
P: 1.7498 0.5995 -1.9974
O: 1.2002 0.6050 -0.6302
N: 2.4747 2.0225 -2.3897
C: 3.4545 2.5410 -1.4403
C: 2.6352 2.5650 -3.7281
N: 2.8466 -0.6271 -2.1996
C: 2.6198 -1.9524 -1.6010
C: 3.4940 -0.7212 -3.5077
N: -1.5288 1.2503 -4.0479
C: -0.9864 2.5947 -3.9399
C: -2.9913 1.1946 -4.0715
H: -2.0679 -2.8925 -4.7338
H: -1.4805 -2.6834 -3.0704
H: -0.3982 -3.3227 -4.3237
H: -1.1473 -1.2823 -6.5012
H: 0.5266 -1.6338 -6.0325
H: -0.0988 0.0233 -5.9439
H: 3.2530 2.1634 -0.4409
H: 3.3893 3.6310 -1.4148
H: 4.4732 2.2572 -1.7263
H: 2.0145 2.0304 -4.4423
H: 3.6783 2.4930 -4.0555
H: 2.3544 3.6215 -3.7390
H: 3.3812 -1.1359 0.1016
H: 3.4699 -2.5654 -1.9209
H: 0.4847 -2.1949 -1.5475
H: 3.7531 0.2674 -3.8781
H: 2.8559 -1.2120 -4.2511
H: 4.4159 -1.2934 -3.4085
H: 0.0200 2.6461 -4.3454
H: -0.9672 2.9714 -2.9116
H: -1.6139 3.2619 -4.5321
H: -3.3275 0.1666 -4.2057
H: -3.3582 1.7879 -4.9102
H: -3.4274 1.5674 -3.1405
F: -2.2893 -7.1689 1.3952
C: -1.7643 -5.9484 1.2093
C: -1.9733 -5.2603 0.0264
F: -2.6940 -5.8276 -0.9503
C: -1.4379 -4.0025 -0.1586
F: -1.6587 -3.3855 -1.3330
C: -0.6506 -3.3563 0.8114
O: -0.1386 -2.1835 0.5879
C: -0.4706 -4.0859 1.9963
F: 0.2477 -3.5483 2.9994
C: -1.0075 -5.3460 2.1947
F: -0.7955 -5.9819 3.3538

Results
Gap between HOMO and LUMO (alpha / beta) = 6.56 / 7.52 eV
Net charge = 0
Highest occupied orbital energy (alpha / beta) = -0.2343 / -0.2697 Ha
Spin multiplicity = 4
Energy above the lowest of the compared OMol25 structures with the same formula, charge and spin = 1.0051 eV

Formula: C38H54F9I2N3O4PSiTi
Source: OMol25
Level of theory: the ωB97M-V functional and the def2-TZVPD basis

Element x y z (Å)
Ti: -0.2194 -0.7612 0.0351
N: 0.4342 0.7716 1.5446
C: 1.2377 0.1040 2.6246
C: 0.8956 -1.3745 2.7444
N: 0.8025 -2.0395 1.4155
C: 2.1006 -2.4940 0.8236
C: 2.7370 -1.3915 -0.0020
N: 1.6921 -0.8023 -0.8906
H: 0.9767 1.5320 1.1417
H: -0.3827 1.2189 1.9473
H: 1.0754 0.5840 3.5862
H: 2.2886 0.2352 2.3870
H: -0.0693 -1.4897 3.2212
H: 1.6374 -1.8628 3.3769
H: 0.2231 -2.8708 1.5253
H: 1.8664 -3.3256 0.1613
H: 2.7870 -2.8424 1.5954
H: 3.5657 -1.7986 -0.5757
H: 3.1372 -0.5981 0.6208
H: 1.4229 -1.4861 -1.6110
H: 2.0736 -0.0175 -1.4104
I: 2.0932 2.8899 -1.2164
C: 0.3486 2.7297 -2.3874
I: -1.1279 1.3743 -1.7355
H: 0.6230 2.4185 -3.3853
H: -0.1487 3.6906 -2.3767
F: -3.6597 0.7694 7.8543
C: -4.5169 0.0604 7.1121
F: -4.7019 -1.1236 7.7101
F: -5.6911 0.7012 7.1023
C: -4.0003 -0.1378 5.7070
C: -4.8724 -0.6059 4.7251
C: -4.4078 -0.8446 3.4464
C: -3.0612 -0.6209 3.1357
C: -2.2128 -0.1297 4.1170
C: -2.6787 0.1102 5.4088
P: -2.4717 -1.0347 1.4448
C: -3.5826 0.0211 0.4371
C: -4.0812 -0.3252 -0.8172
C: -4.8423 0.5740 -1.5481
C: -5.0957 1.8357 -1.0430
C: -4.5913 2.2076 0.1935
C: -3.8365 1.3041 0.9283
C: -5.9286 2.7797 -1.8740
F: -7.1558 2.2843 -2.0682
F: -6.0453 3.9795 -1.3014
F: -5.3669 2.9486 -3.0844
C: -2.9169 -2.8195 1.4097
C: -2.4912 -3.5315 2.5360
C: -2.7451 -4.8890 2.6638
C: -3.4340 -5.5501 1.6615
C: -3.8574 -4.8630 0.5375
C: -3.5935 -3.5069 0.4059
C: -3.6775 -7.0355 1.7460
F: -3.5377 -7.4898 2.9929
F: -4.9014 -7.3542 1.3141
F: -2.7962 -7.6969 0.9680
H: -5.9145 -0.7759 4.9669
H: -5.0935 -1.2128 2.6904
H: -1.1792 0.1012 3.8936
H: -2.0148 0.4951 6.1702
H: -3.8600 -1.2844 -1.2499
H: -5.2299 0.2924 -2.5216
H: -4.7919 3.1966 0.5847
H: -3.4697 1.6028 1.9048
H: -1.9918 -3.0208 3.3533
H: -2.4260 -5.4246 3.5488
H: -4.4063 -5.3837 -0.2394
H: -3.9201 -3.0174 -0.4925
C: -0.2324 -5.4358 0.1710
C: -0.0071 -5.4649 -1.3375
C: -1.1673 -6.1531 -2.0426
C: 1.3043 -6.1426 -1.6769
O: 0.1302 -4.0801 -1.7801
Si: -0.8295 -2.8918 -2.3282
O: -1.0880 -1.9012 -0.9833
O: 0.1392 -1.9354 -3.2520
C: 0.9910 -2.2063 -4.4120
C: 2.3556 -1.6366 -4.0676
C: 0.4114 -1.4710 -5.6077
C: 1.1183 -3.6973 -4.6905
O: -2.2263 -3.3904 -2.9173
C: -3.2184 -3.0941 -3.9471
C: -3.1759 -1.6233 -4.3169
C: -2.9319 -3.9746 -5.1504
C: -4.5597 -3.4560 -3.3367
H: -0.7152 -6.3515 0.5126
H: -0.8906 -4.6019 0.4298
H: 0.7129 -5.3389 0.7156
H: -1.1740 -7.2140 -1.7824
H: -1.0654 -6.0647 -3.1286
H: -2.1281 -5.7223 -1.7472
H: 1.3361 -7.1394 -1.2301
H: 2.1463 -5.5661 -1.2843
H: 1.4262 -6.2514 -2.7562
H: 2.3002 -0.5543 -3.9030
H: 2.7685 -2.1267 -3.1780
H: 3.0535 -1.8117 -4.8885
H: 0.1045 -0.4621 -5.3214
H: -0.4493 -1.9929 -6.0277
H: 1.1624 -1.3928 -6.3963
H: 1.6966 -4.1970 -3.9142
H: 1.6223 -3.8446 -5.6475
H: 0.1397 -4.1800 -4.7547
H: -2.2431 -1.3594 -4.8139
H: -3.2750 -0.9951 -3.4301
H: -4.0006 -1.3902 -4.9937
H: -1.9740 -3.7255 -5.6075
H: -3.7061 -3.8332 -5.9067
H: -2.9226 -5.0285 -4.8621
H: -4.8633 -2.7368 -2.5694
H: -4.5153 -4.4536 -2.8946
H: -5.3330 -3.4615 -4.1070

Results
Gap between HOMO and LUMO (alpha / beta) = 8.49 / 8.59 eV
Net charge = +2
Highest occupied orbital energy (alpha / beta) = -0.5153 / -0.5219 Ha
Spin multiplicity = 2
Energy above the lowest of the compared OMol25 structures with the same formula, charge and spin = 0.3719 eV

| no. | DFT total energy (a.u.) |
| --- | --- |
| 1 | -3061.51720 |
| 2 | -2849.43709 |
| 3 | -4846.61182 |
| 4 | -4920.05924 |